Below is 2 unconnected molecules or ions with the total composition C4H5NO2, with properties calculated with wB97M-V/def2-TZVPD.

Output
Highest occupied orbital energy in eV: -10.5
Energy above the lowest of the compared OMol25 structures with the same formula, charge and spin in eV: 1.1653
Frontier orbital gap in eV: 10.03
Structure (SMILES): C=CC=O.N=C=O
Molar mass in g/mol: 99.089

Atoms and positions in Å:
C 0.76 0.06 -1.51
C 1.50 0.53 -0.51
C 1.43 -0.05 0.85
O 0.61 -0.87 1.22
H 0.84 0.47 -2.51
H 0.07 -0.77 -1.37
H 2.21 1.35 -0.65
H 2.20 0.31 1.57
N -2.10 -0.83 0.31
C -2.81 0.02 0.79
O -3.57 0.82 1.18
H -1.15 -1.03 0.63

Mulliken population analysis, charges in e, atoms 1 to 5:
1. C -0.59
2. C -0.10
3. C 0.13
4. O -0.58
5. H 0.26